No. 1
This record from the OMol25 dataset describes C3H2ClNO2 as an isolated structure. The level of theory is ωB97M-V/def2-TZVPD.

Calculated values
ΔE to the lowest compared entry with this formula, charge and spin ... 3.4332 eV
Gap between HOMO and LUMO (alpha / beta) ... 0.3159 / 0.3159 hartree

Geometry (Å):
C1 -2.8179 -0.3195 -0.5537
C2 -2.5800 1.0746 0.0043
C3 0.2757 0.4008 -1.0310
N1 -1.6363 0.3362 -0.6014
O1 -3.3734 -1.3523 -0.8092
O2 -2.8393 2.0545 0.6146
Cl1 0.7651 1.8595 -0.3642
H1 0.0779 0.2158 -2.0464
H2 0.8131 -0.3843 -0.5145

---

No. 2
This record from the OMol25 dataset describes a 2-piece molecular cluster, H5N3 overall. The level of theory is ωB97M-V/def2-TZVPD.

Calculated values
ΔE to the lowest compared entry with this formula, charge and spin ... 1.1977 eV
Gap between HOMO and LUMO ... 0.3353 hartree

Geometry (Å):
N1 1.6543 -0.1127 -0.9433
N2 -1.5553 0.1599 1.2946
N3 0.6604 -0.4258 -1.5018
H1 1.8803 0.9830 -0.8818
H2 2.5265 -0.7552 -0.6157
H3 -0.9835 -0.3292 0.6936
H4 -1.8475 0.9148 0.5825
H5 -2.3352 -0.4348 1.3718

---

No. 3
This record from the OMol25 dataset describes a 3-piece molecular cluster, CH10NO2 overall. The level of theory is ωB97M-V/def2-TZVPD.

Calculated values
Charge ... +1
ΔE to the lowest compared entry with this formula, charge and spin ... 1.4668 eV
Gap between HOMO and LUMO ... 0.4250 hartree

Geometry (Å):
C1 0.5812 -0.4770 -0.2638
N1 -0.9715 -0.1379 -0.1498
H1 0.8241 0.2426 -1.0075
H2 1.0836 -0.1591 0.7749
H3 0.5845 -1.5650 -0.4734
H4 -1.5511 -0.4375 -1.0300
H5 -1.1241 0.9135 -0.0249
H6 -1.2076 -0.8383 0.5284
H7 1.9476 3.1183 -2.2975
H8 1.4605 3.1716 -0.8742
O1 1.2797 2.7995 -1.6739
H9 -1.3310 -2.9354 1.9720
H10 -0.6485 -1.6311 2.6750
O2 -0.9274 -2.0640 1.8448

---

No. 4
This record from the OMol25 dataset describes a 7-piece molecular cluster, H14O7 overall. The level of theory is ωB97M-V/def2-TZVPD.

Calculated values
ΔE to the lowest compared entry with this formula, charge and spin ... 2.2230 eV
SMILES ... O.O.O.O.O.O.O
Gap between HOMO and LUMO ... 0.3658 hartree

Geometry (Å):
O1 0.7375 -1.1580 0.4673
H1 1.1545 -0.4230 1.0253
H2 1.1615 -1.9560 0.8573
O2 0.4635 0.8690 -1.2107
H3 1.3055 1.2690 -0.9527
H4 0.4715 0.1620 -0.4797
O3 -0.3965 3.1840 -2.3887
H5 0.0915 2.4020 -2.2477
H6 -1.0895 3.1390 -1.7387
O4 2.1845 0.6070 1.8243
H7 2.5645 0.2320 2.6393
H8 2.6905 1.3910 1.6873
O5 -0.5285 -1.4530 -2.7867
H9 -0.5315 -0.6610 -2.3147
H10 -0.3055 -2.1530 -2.1327
O6 -2.0995 0.6350 1.1973
H11 -1.3975 0.8520 1.8283
H12 -2.0055 -0.2600 0.9073
O7 -1.8485 -2.1840 1.1643
H13 -1.0565 -2.0590 0.6283
H14 -1.5665 -2.4360 2.0263

---

No. 5
This record from the OMol25 dataset describes a 2-piece molecular cluster, C3H10N2O overall. The level of theory is ωB97M-V/def2-TZVPD.

Calculated values
ΔE to the lowest compared entry with this formula, charge and spin ... 1.3534 eV
SMILES ... C/C(N)=C\N.O
Gap between HOMO and LUMO ... 0.2880 hartree

Geometry (Å):
C1 -0.4888 -1.0968 -1.0506
C2 0.2713 0.1453 -1.4230
N1 0.8453 0.1279 -2.6931
C3 0.4892 1.1700 -0.6020
N2 0.3004 1.2498 0.8026
H1 0.1302 -1.9684 -1.2310
H2 -1.4122 -1.1502 -1.6240
H3 -0.7147 -1.0563 0.0121
H4 1.7061 0.5997 -2.9038
H5 0.7540 -0.7198 -3.2266
H6 0.9461 2.0358 -1.0662
H7 0.2100 2.2039 1.1239
H8 -0.5598 0.7839 1.0653
O1 -1.1676 -1.1585 3.9722
H9 -1.1410 -1.6718 3.1601
H10 -0.3611 -0.6287 3.9684

---

No. 6
This record from the OMol25 dataset describes a 2-piece molecular cluster, C5H8O4 overall. The level of theory is ωB97M-V/def2-TZVPD.

Calculated values
ΔE to the lowest compared entry with this formula, charge and spin ... 4.5449 eV
Gap between HOMO and LUMO ... 0.3309 hartree

Geometry (Å):
C1 -2.1323 0.9452 0.0386
C2 1.0401 0.5060 -0.3210
C3 0.2646 -0.6258 0.0731
C4 2.6003 0.5296 -0.4090
C5 -1.7362 -0.4550 -0.3698
O1 -1.6676 1.8682 -0.5870
O2 0.4380 0.3868 0.9845
O3 0.5045 -1.8760 0.4848
O4 -2.2147 -1.5118 0.3701
H1 -2.8020 1.2189 0.8677
H2 0.7144 1.3259 -0.9749
H3 2.9670 0.3951 0.5673
H4 3.0657 1.5376 -0.7341
H5 3.0198 -0.2277 -1.1467
H6 -1.6929 -0.7081 -1.4392
H7 0.0334 -2.0765 1.3010
H8 -2.4021 -1.2324 1.2946

---

No. 7
This record from the OMol25 dataset describes the molecule C3H4O3. The level of theory is ωB97M-V/def2-TZVPD.

Calculated values
ΔE to the lowest compared entry with this formula, charge and spin ... 5.5972 eV
Gap between HOMO and LUMO (alpha / beta) ... 0.2871 / 0.2871 hartree

Geometry (Å):
C1 -1.4480 0.0038 1.1468
C2 1.3102 -0.1867 -0.7471
C3 0.3468 -1.0363 -0.0721
O1 -0.3072 -0.5295 1.0825
O2 -0.0207 -0.3324 -1.2614
O3 -2.1604 0.6061 0.2135
H1 -1.8750 -0.0807 2.0642
H2 1.5296 0.9099 -0.4257
H3 2.1869 -0.5984 -1.2096
H4 -1.4740 0.5230 -0.5362

---

No. 8
This record from the OMol25 dataset describes a 7-piece molecular cluster, C9H25N7O13 overall. The level of theory is ωB97M-V/def2-TZVPD.

Calculated values
SMILES ... C[N+](=O)[O-].C[N+](=O)[O-].C[N+](=O)[O-].C[N+](=O)[O-].C[N+](=O)[O-].C[N+](=O)[O-].CN(C)C=O
Gap between HOMO and LUMO ... 0.3387 hartree

Geometry (Å):
C1 15.1034 -10.3439 13.2127
N1 15.6780 -10.1186 11.8682
O1 15.4321 -9.0730 11.3109
O2 16.3531 -11.0178 11.4049
H1 14.0563 -10.0563 13.1624
H2 15.5598 -9.7455 13.9981
H3 15.2352 -11.3871 13.4745
C2 16.1003 -10.0511 19.3788
N2 15.2886 -11.1633 18.7918
O3 15.6614 -11.7244 17.7822
O4 14.2549 -11.4552 19.3800
H4 16.2410 -9.3558 18.5520
H5 17.0389 -10.4719 19.7142
H6 15.4681 -9.5777 20.1159
C3 18.6999 -12.4357 22.5208
N3 17.8815 -11.1991 22.3352
O5 16.6707 -11.3680 22.3484
O6 18.4309 -10.1454 22.1602
H7 18.0607 -13.1582 23.0183
H8 19.5715 -12.2345 23.1314
H9 18.8805 -12.8064 21.5124
C4 22.1961 -11.0859 15.1131
N4 23.2117 -11.8275 15.8966
O7 24.3583 -11.6796 15.5252
O8 22.8831 -12.4985 16.8361
H10 22.6830 -10.2691 14.5960
H11 21.5007 -10.6122 15.8083
H12 21.6393 -11.7581 14.4692
C5 20.5399 -15.9432 21.0145
N5 20.0200 -15.6985 19.6578
O9 19.7524 -16.6495 18.9524
O10 19.8847 -14.5392 19.3176
H13 20.2910 -16.9454 21.3471
H14 20.0808 -15.2444 21.7053
H15 21.6167 -15.8109 20.9432
C6 15.1918 -13.9422 20.5980
N6 16.6476 -14.0989 20.4594
O11 17.3102 -13.4031 19.7306
O12 17.1558 -14.9540 21.1645
H16 14.7616 -14.8053 21.0878
H17 14.7133 -13.8165 19.6260
H18 15.0006 -13.0125 21.1319
C7 18.5013 -13.0855 16.4005
N7 18.6963 -11.6938 16.7718
C8 18.3573 -10.7422 15.7511
C9 19.0185 -11.3554 18.0265
O13 19.0685 -10.2145 18.4594
H19 18.8890 -13.2755 15.4004
H20 17.4287 -13.3159 16.3479
H21 18.8997 -13.7729 17.1433
H22 18.7470 -11.0520 14.7805
H23 17.2893 -10.5584 15.5999
H24 18.7828 -9.7746 16.0204
H25 19.1711 -12.2129 18.6923

---

no.,E (eV),maximum force (eV Å⁻¹)
1,-21247.3319,4.53
2,-4548.3144,3.77
3,-6777.1728,4.05
4,-14559.2384,3.14
5,-8300.1507,1.24
6,-13500.5381,5.21
7,-9313.1035,3.62
8,-46769.8175,1.29